ORCA calculation (the ωB97M-V functional and the def2-TZVPD basis) on a 3-piece molecular cluster, C15H38N2O5 overall at a distorted geometry.

Element x y z (Å)
C (-0.60486, 1.78646, -0.72164)
C (-0.55565, 0.41808, -1.34866)
C (0.42315, 0.21464, -2.49262)
O (-0.24535, -0.52313, -0.32615)
H (0.18844, 2.07345, -0.03142)
H (-1.50068, 2.03169, -0.15114)
H (-0.56445, 2.59179, -1.45507)
H (-1.49070, -0.00590, -1.71474)
H (0.38833, -0.83352, -2.78967)
H (1.47565, 0.26028, -2.21288)
H (0.27279, 0.79640, -3.40205)
H (-0.17508, -0.01763, 0.48695)
C (1.88872, -7.36424, 5.24878)
O (0.87983, -6.46893, 4.90100)
C (0.11660, -6.02403, 6.01942)
C (-0.48946, -4.67961, 5.73426)
N (-1.28753, -4.72456, 4.53217)
C (-1.68144, -3.39758, 3.92566)
C (-0.51775, -2.70356, 3.16744)
O (0.46865, -2.27533, 4.07678)
C (1.52802, -1.44426, 3.45833)
H (2.55061, -7.39852, 4.38343)
H (1.48882, -8.37516, 5.32762)
H (2.39886, -7.03665, 6.15462)
H (0.64606, -6.08911, 6.96996)
H (-0.66958, -6.77111, 6.12852)
H (0.34035, -3.97827, 5.82178)
H (-1.13700, -4.29713, 6.52325)
H (-0.83522, -5.37617, 3.90694)
H (-2.24621, -2.90210, 4.71537)
H (-2.40237, -3.73660, 3.18173)
H (-0.84576, -1.74626, 2.76236)
H (-0.00462, -3.28254, 2.39961)
H (2.08113, -0.86737, 4.19952)
H (1.07502, -0.69045, 2.81439)
H (2.18192, -2.11244, 2.89792)
C (3.83317, 4.08283, -3.17283)
O (2.85690, 4.49047, -4.03796)
C (2.22938, 3.54393, -5.02618)
C (0.84942, 4.18702, -5.42814)
N (-0.09181, 3.94366, -4.32275)
C (-1.38225, 4.55509, -4.59680)
C (-2.58923, 3.91244, -3.95165)
O (-2.53040, 4.15198, -2.53230)
C (-3.68247, 3.75791, -1.74596)
H (3.96304, 3.01562, -2.99311)
H (3.37333, 4.55315, -2.30366)
H (4.77073, 4.62439, -3.29848)
H (2.00278, 2.58043, -4.56965)
H (2.89396, 3.55808, -5.89004)
H (0.38798, 3.73802, -6.30766)
H (1.06638, 5.23360, -5.64194)
H (-0.13916, 2.96486, -4.07822)
H (-1.61460, 4.54420, -5.66169)
H (-1.35147, 5.62739, -4.40363)
H (-2.62842, 2.83284, -4.09663)
H (-3.47709, 4.30647, -4.44618)
H (-3.85814, 2.68594, -1.83619)
H (-4.60142, 4.25226, -2.06098)
H (-3.41987, 3.80704, -0.68921)

Its HOMO energy is -0.303 Eh. The calculation puts the energy above the lowest of the compared OMol25 structures with the same formula, charge and spin at 2.188 eV. The calculation puts the max |F| at 4.6 eV Å⁻¹. As for the HOMO-LUMO gap: 0.32984 Ha. The spin multiplicity is 1. As for the SMILES: COCCNCCOC.COCCNCCOC.CC(C)O.


ORCA calculation (the ωB97M-V functional and the def2-TZVPD basis) on C15H38O12S3V as an isolated structure at a distorted geometry.

Element x y z (Å)
O (0.03465, 2.27020, 1.36889)
V (0.41909, 0.98686, 0.59088)
C (4.72475, 0.15452, 0.67702)
C (3.65862, 0.42343, 1.85946)
C (3.93585, 1.85722, 2.46243)
O (2.32098, 0.22029, 1.50114)
H (4.93861, -0.88186, 0.41571)
H (5.67352, 0.63817, 0.90944)
H (4.38746, 0.69393, -0.20806)
H (3.91100, -0.22568, 2.69796)
H (3.99122, 2.66121, 1.72851)
H (4.91671, 1.83632, 2.93739)
H (3.24159, 2.23149, 3.21477)
C (1.35558, 2.49165, -3.71079)
C (1.67290, 2.14244, -2.28621)
C (2.68626, 3.15379, -1.61927)
O (0.62945, 1.70299, -1.48795)
H (1.01097, 3.50999, -3.89058)
H (0.80542, 1.78511, -4.33225)
H (2.36149, 2.46773, -4.12995)
H (2.24859, 1.21815, -2.23769)
H (2.38249, 4.18675, -1.44955)
H (3.65269, 3.24083, -2.11580)
H (2.98763, 2.79231, -0.63610)
O (-1.72892, 1.02675, 0.02388)
S (-2.99516, 1.07840, -0.68865)
O (-4.16145, 0.25887, -0.37032)
O (-3.51794, 2.63710, -0.55420)
C (-2.70341, 3.67219, -1.18792)
C (-3.56698, 4.87094, -1.58574)
C (-2.66710, 0.89238, -2.51231)
H (-2.18258, 3.35470, -2.09126)
H (-1.92669, 3.91426, -0.46252)
H (-4.57766, 4.69104, -1.95213)
H (-3.11946, 5.55782, -2.30410)
H (-3.74217, 5.40141, -0.64979)
H (-2.70119, -0.15119, -2.82519)
H (-1.77460, 1.45362, -2.78898)
H (-3.46413, 1.43423, -3.02147)
O (0.10604, -2.11852, 3.65922)
S (-1.04529, -1.48878, 3.05278)
O (-0.88530, -0.19485, 2.32670)
O (-1.85242, -2.67536, 2.23721)
C (-2.84002, -2.23505, 1.27829)
C (-3.38737, -3.51614, 0.61060)
C (-2.22336, -1.26518, 4.39062)
H (-2.49219, -1.51019, 0.54229)
H (-3.65911, -1.72752, 1.78778)
H (-2.73741, -3.93753, -0.15626)
H (-4.42130, -3.34383, 0.31161)
H (-3.49503, -4.27208, 1.38846)
H (-2.95625, -0.73744, 3.78032)
H (-1.74659, -0.74208, 5.21956)
H (-2.60809, -2.20698, 4.78189)
O (-0.90159, -2.17169, -2.31034)
S (0.14042, -2.12413, -1.27590)
O (0.16127, -1.06554, -0.23621)
O (0.00034, -3.53624, -0.40588)
C (0.93476, -3.71931, 0.63828)
C (0.51784, -4.96768, 1.33899)
C (1.83534, -2.35019, -1.99228)
H (0.88790, -2.86101, 1.30851)
H (1.95527, -3.87612, 0.28891)
H (1.24363, -5.33408, 2.06499)
H (0.36664, -5.75323, 0.59862)
H (-0.38282, -4.79715, 1.92876)
H (1.93395, -1.52202, -2.69407)
H (1.87529, -3.26975, -2.57617)
H (2.55738, -2.33070, -1.17596)

Its HOMO energy (alpha / beta) is -0.413 / -0.413 Eh. The calculation puts the max |F| at 3.6 eV Å⁻¹. As for the HOMO-LUMO gap (alpha / beta): 0.28610 / 0.17591 Ha. The net charge is +1. The spin multiplicity is 3.


ORCA calculation (the ωB97M-V functional and the def2-TZVPD basis) on C15H39BF4N2OPtSSi3 as an isolated structure at a distorted geometry.

Element x y z (Å)
Pt (1.04451, 0.25745, 0.39713)
C (2.79738, 1.49936, -1.75015)
O (1.87145, 0.41734, -1.40479)
Si (1.22385, -0.92845, -2.27469)
C (2.46947, -1.98821, -3.10759)
C (-0.04503, -0.42315, -3.51058)
C (0.59776, -1.43962, -0.56144)
Si (2.02396, -2.57175, 0.41702)
C (1.92319, -4.25561, -0.35603)
C (3.71824, -1.79411, 0.19524)
C (1.58497, -2.69721, 2.21807)
Si (-1.28231, -1.91752, -0.22944)
C (-2.38532, -0.69642, -1.12350)
C (-1.61853, -1.78518, 1.59948)
C (-1.50777, -3.63738, -0.89464)
H (3.68714, 1.03748, -2.17204)
H (3.04979, 2.03655, -0.84151)
H (2.31298, 2.15569, -2.46852)
H (2.82138, -1.48335, -4.01172)
H (1.97310, -2.90648, -3.43481)
H (3.33899, -2.25493, -2.51405)
H (0.44002, -0.31894, -4.48383)
H (-0.53981, 0.52107, -3.28035)
H (-0.81336, -1.19214, -3.61295)
H (2.45710, -4.32234, -1.30271)
H (0.90456, -4.60163, -0.50679)
H (2.40447, -4.92602, 0.36181)
H (4.27452, -2.29180, -0.59950)
H (4.27008, -1.93729, 1.12602)
H (3.74352, -0.72538, -0.00425)
H (0.83891, -3.47701, 2.37558)
H (1.24203, -1.78737, 2.70399)
H (2.49602, -3.00005, 2.74201)
H (-1.85860, 0.17133, -1.51282)
H (-3.14732, -0.34212, -0.42536)
H (-2.90083, -1.17228, -1.95943)
H (-1.14770, -0.92118, 2.07475)
H (-1.30250, -2.66901, 2.15170)
H (-2.69628, -1.67573, 1.74256)
H (-0.96948, -3.81009, -1.82828)
H (-2.57006, -3.79808, -1.09404)
H (-1.19613, -4.38961, -0.16972)
C (-1.82977, 4.95629, -1.50623)
C (-2.48867, 3.63319, -1.15656)
N (-2.28936, 3.26514, 0.25885)
C (-1.26836, 2.60280, 0.77004)
S (-0.04402, 2.06363, -0.39322)
N (-1.15058, 2.40550, 2.06547)
C (-2.13889, 2.83322, 3.07366)
C (-3.35915, 1.92546, 3.12388)
H (-2.00491, 5.18469, -2.55663)
H (-0.75163, 4.92111, -1.34062)
H (-2.24191, 5.77186, -0.91303)
H (-2.10408, 2.81825, -1.76923)
H (-3.56520, 3.67032, -1.31156)
H (-2.91855, 3.69678, 0.92285)
H (-0.32835, 1.93156, 2.39879)
H (-2.40555, 3.87503, 2.88144)
H (-1.61035, 2.82385, 4.02404)
H (-3.86378, 1.85274, 2.15939)
H (-4.07355, 2.31783, 3.84582)
H (-3.07862, 0.92153, 3.44037)
F (0.69796, 0.64082, 2.53766)
B (2.09512, 1.36513, 2.74128)
F (2.01930, 2.14632, 3.80335)
F (2.98249, 0.32919, 2.74734)
F (2.19209, 2.08896, 1.48303)

Its HOMO energy is -0.586 Eh. The calculation puts the energy above the lowest of the compared OMol25 structures with the same formula, charge and spin at 0.000 eV. The calculation puts the max |F| at 1.3 eV Å⁻¹. As for the HOMO-LUMO gap: 0.25124 Ha. The net charge is +2. The spin multiplicity is 1.


Q: max |F| of number 3 (C15H39BF4N2OPtSSi3)?
A: 1.3 eV Å⁻¹